<P>
118
Properties=species:S:1:pos:R:3 method="wB97M-V/def2-TZVPD" homo_ev=-0.5 orbital_gap_ev=3.690 charge=-2 lumo_ev=3.18
Rb 0.48261 -0.02003 0.08629
S 3.57041 2.99011 -1.86568
As 2.81580 2.95987 0.13819
S 3.29566 0.96942 1.05462
S 0.61307 3.10454 0.07090
S 3.61904 4.55567 1.32288
O -0.42212 -0.51544 2.74379
P 0.75509 -0.84033 3.61066
C 1.90622 -1.93538 2.72522
P 1.11774 -3.22292 1.71862
O 0.64825 -2.81828 0.36492
C 2.36586 -4.53413 1.59675
C 2.50362 -5.13003 0.34672
C 3.42866 -6.14788 0.15658
C 4.21856 -6.57429 1.21291
C 4.09112 -5.97955 2.46075
C 3.17017 -4.95982 2.64949
C -0.26486 -3.93385 2.65430
C -1.53497 -3.47466 2.31939
C -2.65594 -3.98280 2.95890
C -2.50884 -4.94430 3.94805
C -1.24449 -5.39785 4.29674
C -0.12528 -4.89872 3.64608
C 1.64769 0.57568 4.19362
C 2.76061 0.47131 5.02652
C 3.47640 1.61095 5.34885
C 3.07680 2.84610 4.84908
C 1.96061 2.95364 4.03865
C 1.25620 1.81122 3.68911
C 0.23580 -1.79307 5.07694
C -1.12178 -1.79405 5.37800
C -1.59325 -2.47801 6.49128
C -0.71218 -3.16920 7.30946
C 0.64408 -3.17764 7.01244
C 1.11304 -2.49213 5.90159
H 2.62802 -2.38317 3.41139
H 2.48320 -1.28461 2.03574
H 1.89372 -4.76741 -0.47188
H 3.53987 -6.59751 -0.82185
H 4.94572 -7.36241 1.06229
H 4.71798 -6.29915 3.28356
H 3.09402 -4.49291 3.62539
H -1.63128 -2.69899 1.57157
H -3.63884 -3.61676 2.68933
H -3.38198 -5.33685 4.45542
H -1.12839 -6.14092 5.07591
H 0.85606 -5.27060 3.91320
H 3.08858 -0.48984 5.40789
H 4.36524 1.53261 5.96403
H 3.67102 3.72984 5.04415
H 1.70784 3.89996 3.57990
H 0.44268 1.88856 2.98049
H -1.79894 -1.26034 4.72178
H -2.65374 -2.47601 6.71259
H -1.08018 -3.70508 8.17616
H 1.33798 -3.71647 7.64649
H 2.17498 -2.50985 5.68391
C 0.69416 -1.94048 -5.47664
C -0.27281 -0.76992 -5.29311
C -1.68684 -1.21720 -5.66342
P -0.18296 -0.19817 -3.52525
C -1.29372 1.29772 -3.42026
C -1.35825 2.22646 -4.62939
C -2.70306 0.90789 -2.95859
C 1.52054 0.53118 -3.39121
C 2.15142 1.14472 -4.63930
C 2.51979 -0.45195 -2.77262
H 0.63667 -2.32810 -6.49955
H 0.43895 -2.75559 -4.79236
H 1.72690 -1.65498 -5.27755
H 0.03075 0.04589 -5.95592
H -2.05185 -1.96385 -4.95026
H -1.69630 -1.67097 -6.66043
H -2.39422 -0.38938 -5.66653
H -0.83278 1.85300 -2.59168
H -1.66099 1.69330 -5.53753
H -0.40626 2.71550 -4.81706
H -2.09451 3.01423 -4.45255
H -3.28295 0.44316 -3.75971
H -3.24632 1.80301 -2.63772
H -2.68092 0.20737 -2.12123
H 1.41049 1.34984 -2.66312
H 2.39182 0.37966 -5.38670
H 3.07498 1.63984 -4.33033
H 1.52213 1.89509 -5.11185
H 2.93605 -1.14528 -3.51211
H 2.08250 -1.05937 -1.97898
H 3.33793 0.12834 -2.33530
C -1.52487 -3.74834 -2.07569
C -3.01272 -3.50055 -1.94045
O -3.31250 -2.39511 -1.09468
H -1.34134 -4.57875 -2.76376
H -1.07732 -3.99562 -1.10905
H -1.02062 -2.85572 -2.45212
H -3.51794 -4.40109 -1.56726
H -3.45288 -3.25788 -2.90989
H -2.65934 -2.38195 -0.38566
C -4.31544 6.23456 -0.52580
Ge -2.84345 4.96530 -0.15563
C -1.80205 4.70193 -1.76939
C -1.85077 5.72601 1.33537
C -3.87783 3.33129 0.23327
Se -3.04454 1.64356 0.73310
C -2.24366 2.25381 2.39428
H -3.91069 7.21240 -0.79852
H -4.92192 6.35587 0.37581
H -4.96444 5.89315 -1.33570
H -1.42225 5.64931 -2.15556
H -2.42461 4.23161 -2.53278
H -0.94426 4.06869 -1.52659
H -1.58837 6.75319 1.07096
H -0.92835 5.16396 1.49496
H -2.45870 5.73951 2.24305
H -4.43750 3.12874 -0.68475
H -4.62005 3.55465 1.00395
H -1.43231 2.93766 2.15650
H -1.82877 1.37933 2.89085
H -3.00434 2.71891 3.02111

---

<Q>
118
Properties=species:S:1:pos:R:3 method="wB97M-V/def2-TZVPD" homo_ev=-0.4 orbital_gap_ev=3.291 charge=-2 lumo_ev=2.92
Rb -0.20488 0.47847 0.19857
S -3.99578 1.54894 2.44616
As -2.97283 2.77371 1.00439
S -0.88555 3.07370 1.77058
S -2.91122 1.59638 -0.89204
S -3.81535 4.68750 0.59071
O 1.76992 -0.34277 1.64630
P 3.16664 0.15461 1.62836
C 3.72699 0.54415 -0.07197
P 3.05721 -0.56697 -1.36112
O 1.59838 -0.43091 -1.58230
C 3.46420 -2.25300 -0.88187
C 2.39189 -3.05491 -0.49898
C 2.62245 -4.34469 -0.04252
C 3.91802 -4.83285 0.03619
C 4.99028 -4.03317 -0.34404
C 4.76415 -2.74466 -0.79976
C 3.97574 -0.07948 -2.84102
C 5.35045 0.13990 -2.88099
C 5.96001 0.53987 -4.05967
C 5.19843 0.73224 -5.20573
C 3.82838 0.52240 -5.16975
C 3.21718 0.11650 -3.99138
C 4.33134 -1.10170 2.22433
C 5.71818 -0.98753 2.15740
C 6.52922 -2.00426 2.63736
C 5.95804 -3.15090 3.17669
C 4.57792 -3.27631 3.22826
C 3.76520 -2.25511 2.75551
C 3.41386 1.67428 2.55048
C 4.63177 2.06497 3.11456
C 4.72506 3.28442 3.76254
C 3.60809 4.11555 3.85190
C 2.39847 3.72187 3.30539
C 2.29625 2.49436 2.65834
H 4.81771 0.59041 -0.12036
H 3.35328 1.54244 -0.32398
H 1.38370 -2.66418 -0.54347
H 1.78264 -4.95588 0.26189
H 4.09798 -5.83607 0.40256
H 6.00243 -4.41120 -0.27110
H 5.60308 -2.12356 -1.09425
H 5.95652 0.00567 -1.99153
H 7.02866 0.71322 -4.08218
H 5.67366 1.05732 -6.12260
H 3.22807 0.68694 -6.05494
H 2.14450 -0.02735 -3.94099
H 6.17434 -0.10145 1.72811
H 7.60668 -1.90652 2.58658
H 6.59057 -3.94781 3.54743
H 4.12739 -4.17546 3.62984
H 2.68382 -2.34282 2.76517
H 5.50004 1.41520 3.06531
H 5.66634 3.58806 4.20430
H 3.68917 5.07015 4.35751
H 1.50701 4.33510 3.35936
H 1.31898 2.21372 2.25860
C -0.04310 -5.23856 2.98095
C -0.77088 -4.01500 3.54253
C 0.01928 -3.44056 4.71606
P -0.95217 -2.74472 2.18721
C -1.86149 -1.32447 2.97230
C -3.06473 -1.64568 3.85256
C -0.93175 -0.34549 3.69867
C -2.28680 -3.50427 1.10312
C -3.18652 -4.57329 1.72185
C -1.67574 -4.03868 -0.19671
H 0.11069 -5.99286 3.76082
H 0.93864 -4.94565 2.59413
H -0.59369 -5.70620 2.16360
H -1.75610 -4.32202 3.90228
H 0.96159 -2.99992 4.37615
H 0.25638 -4.23043 5.43768
H -0.53691 -2.66052 5.23355
H -2.26994 -0.77690 2.10869
H -2.78864 -2.27006 4.71210
H -3.86402 -2.13387 3.29824
H -3.46886 -0.69849 4.21424
H -0.76559 -0.64714 4.73832
H -1.40685 0.63957 3.69443
H 0.04054 -0.25254 3.21092
H -2.90464 -2.63691 0.84558
H -2.62980 -5.49465 1.92059
H -3.98799 -4.82510 1.02056
H -3.64739 -4.25405 2.65297
H -0.98079 -4.86135 0.00009
H -1.14621 -3.26242 -0.74791
H -2.46001 -4.42690 -0.85601
C -1.07330 -0.55418 -4.45480
C -1.55843 -1.24954 -3.19508
O -0.50761 -1.98192 -2.56529
H -1.89844 -0.05588 -4.96675
H -0.61062 -1.27521 -5.13445
H -0.34051 0.21434 -4.19327
H -2.33612 -1.97684 -3.43451
H -1.98978 -0.51754 -2.50364
H 0.15260 -1.33867 -2.26996
C -1.72293 6.04188 -3.57759
Ge -2.67157 4.39302 -4.05484
C -4.34276 4.23076 -3.08436
C -3.04620 4.48447 -6.00458
C -1.51043 2.82356 -3.79606
Se -0.33013 2.99161 -2.24976
C 1.16183 3.76161 -3.28368
H -2.39342 6.89848 -3.67130
H -0.85873 6.20537 -4.22571
H -1.39220 5.97471 -2.54042
H -4.99048 5.08596 -3.29563
H -4.14885 4.18846 -2.00616
H -4.85386 3.31100 -3.37458
H -3.65386 5.35981 -6.24615
H -3.58908 3.59485 -6.33199
H -2.11399 4.54606 -6.57252
H -0.89539 2.61597 -4.67589
H -2.14523 1.96515 -3.58274
H 0.86772 4.70190 -3.75094
H 1.51805 3.06928 -4.05094
H 1.97350 3.95910 -2.58220

---

Which structure is most stable? <P>, by 0.0154 hartree over the runner-up.